1.
Density functional theory data (ωB97M-V/def2-TZVPD) for the molecule C19H27N3O4S2.

```
! RIJCOSX wB97M-V def2-TZVPD def2/J DEFGRID3
* xyz 0 1
S -4.480 1.845 0.848
S 3.603 -1.918 1.381
O 2.956 -2.416 2.562
O 2.547 4.180 0.035
O 4.144 3.096 -1.115
O 5.014 -2.097 1.218
N -1.803 -0.934 -1.687
N 2.108 1.706 1.520
N 2.879 -2.541 0.016
C -0.473 -0.380 -1.828
C 3.023 1.901 0.516
C 2.206 0.438 1.951
C 0.529 -0.942 -0.812
C 3.190 -0.208 1.230
C -4.835 0.272 0.201
C 1.191 2.689 2.027
C 3.184 3.174 -0.180
C 4.388 4.288 -1.847
C 3.710 0.713 0.319
C -5.728 1.687 2.023
C -4.041 -0.275 -0.932
C -0.804 -3.050 -0.804
C -1.765 -2.379 -1.798
C -6.372 0.500 1.922
C 0.602 -2.464 -0.940
C -2.559 -0.442 -0.552
C -5.857 -0.309 0.882
C 1.538 -3.068 0.116
H -2.775 -2.767 -1.659
H 3.486 4.600 -2.378
H -0.536 0.707 -1.740
H -0.787 -4.126 -0.989
H 0.602 2.249 2.828
H 0.209 -0.679 0.199
H 4.694 5.092 -1.175
H -1.160 -2.894 0.217
H 0.995 -2.709 -1.933
H -7.184 0.204 2.562
H -4.461 -1.239 -1.225
H 1.514 -0.508 -0.980
H 1.600 0.046 2.744
H 1.187 -2.810 1.118
H -6.241 -1.286 0.647
H 5.184 4.054 -2.549
H -0.129 -0.617 -2.840
H 4.494 0.540 -0.388
H -5.902 2.489 2.713
H 0.529 3.036 1.232
H 1.734 3.556 2.404
H -2.491 -1.099 0.328
H 1.533 -4.161 0.029
H -4.095 0.393 -1.795
H 3.523 -3.056 -0.558
H -2.172 0.538 -0.266
H -1.449 -2.618 -2.818
*
```

Its HOMO-LUMO gap is 8.9 eV. As for the HOMO energy: -0.3072 Eh. The value obtained for the total energy is -54471.718 eV. As for the SMILES: COC(=O)c1cc(S(=O)(=O)NCC2CCN(CCc3cccs3)CC2)cn1C. The value obtained for the energy above the lowest of the compared OMol25 structures with the same formula, charge and spin is 27.0 kcal per mole.

Atomic partial charges in e from the Löwdin method, atoms 1 to 2:
1 S 1.0193
2 S 0.6464

=====

2.
Density functional theory data (ωB97M-V/def2-TZVPD) for a 8-piece molecular cluster, C27H73N3O8 overall in a non-equilibrium geometry.

```
! RIJCOSX wB97M-V def2-TZVPD def2/J DEFGRID3
* xyz 0 1
O 13.152 8.760 8.931
O 16.878 12.684 8.909
O 11.134 9.151 11.617
O 13.396 12.723 10.081
O 13.602 13.657 13.172
O 9.282 15.827 13.697
O 10.234 10.152 7.297
O 15.893 10.106 12.849
N 12.701 6.861 10.943
N 11.639 15.797 15.514
N 17.742 11.157 14.912
C 15.640 10.320 11.465
C 13.710 10.117 7.157
C 17.957 14.800 8.386
C 16.300 9.218 15.393
C 11.741 13.388 15.303
C 13.973 14.935 9.520
C 12.833 14.046 9.951
C 17.464 9.760 14.541
C 10.058 16.537 11.640
C 12.402 8.820 12.279
C 8.437 10.390 9.034
C 17.796 13.634 9.377
C 17.165 9.562 13.074
C 11.266 10.501 11.273
C 9.231 14.230 11.853
C 12.556 7.306 12.324
C 14.290 9.171 8.244
C 15.134 8.011 7.696
C 12.419 14.688 15.032
C 11.757 13.848 8.862
C 19.158 13.014 9.789
C 14.864 13.540 13.773
C 12.816 14.765 13.577
C 8.826 9.902 7.583
C 8.659 8.414 7.475
C 13.818 6.862 13.011
C 9.072 15.652 12.297
H 13.068 9.511 6.531
H 15.503 9.923 15.606
H 14.853 9.843 8.911
H 9.792 16.503 10.572
H 7.382 10.312 9.221
H 12.991 5.915 10.744
H 17.150 8.512 12.712
H 11.810 13.201 16.403
H 10.011 17.557 12.042
H 16.643 8.786 16.348
H 14.530 7.482 6.909
H 13.406 15.662 13.421
H 8.424 13.599 12.252
H 13.968 7.534 13.944
H 14.680 7.131 12.477
H 9.019 9.779 9.760
H 11.104 16.273 11.680
H 8.808 11.416 9.216
H 11.577 11.081 12.108
H 13.219 9.142 11.601
H 17.278 14.132 10.218
H 17.912 10.128 12.461
H 8.747 15.210 14.177
H 18.395 14.598 7.421
H 15.857 8.332 14.989
H 16.485 10.819 10.963
H 19.031 12.099 10.434
H 13.135 10.862 7.686
H 19.467 12.573 8.863
H 12.387 9.358 13.239
H 11.234 14.734 8.676
H 11.875 7.023 10.391
H 18.717 15.400 8.923
H 12.004 14.752 12.819
H 9.242 7.826 8.220
H 9.294 14.276 10.776
H 13.395 14.730 15.501
H 10.756 9.494 7.742
H 8.035 16.045 12.109
H 13.381 8.031 9.506
H 8.858 8.085 6.497
H 8.225 10.401 6.819
H 15.335 7.396 8.545
H 16.829 11.543 15.124
H 16.980 15.276 8.293
H 12.250 12.607 14.752
H 13.664 15.971 9.396
H 14.848 11.058 11.339
H 10.903 15.997 14.841
H 15.277 12.593 13.460
H 11.754 6.832 12.875
H 12.277 16.585 15.664
H 15.460 14.355 13.443
H 12.058 10.649 10.462
H 14.650 14.925 10.415
H 10.683 13.438 15.070
H 10.232 13.868 12.246
H 14.493 10.550 6.509
H 10.396 10.861 10.813
H 13.673 12.711 11.017
H 11.024 13.059 9.047
H 12.275 13.612 7.968
H 16.040 12.941 9.175
H 19.949 13.645 10.188
H 12.426 14.460 10.875
H 18.403 9.178 14.785
H 16.003 8.391 7.184
H 18.195 11.666 14.136
H 7.569 8.259 7.751
H 14.382 14.448 8.681
H 15.361 9.383 10.934
H 14.804 13.613 14.873
H 13.907 5.827 13.296
*
```

Its HOMO-LUMO gap is 9.6 eV. As for the HOMO energy: -0.3314 Eh. The value obtained for the total energy is -50029.722 eV. As for the SMILES: COC[C@H](C)N.COC[C@H](C)N.COC[C@H](C)N.CC(C)O.CC(C)O.CC(C)O.CC(C)O.CC(C)O. The value obtained for the energy above the lowest of the compared OMol25 structures with the same formula, charge and spin is 39.7 kcal per mole.

Atomic partial charges in e from the Löwdin method, atoms 1 to 2:
1 O -0.0683
2 O -0.0266

=====

3.
Density functional theory data (ωB97M-V/def2-TZVPD) for a 2-piece molecular cluster, C22H18N5O6 overall in a non-equilibrium geometry.

```
! RIJCOSX wB97M-V def2-TZVPD def2/J DEFGRID3
* xyz -1 1
O 3.764 -1.368 1.500
O -1.321 2.943 2.023
O -2.056 0.866 1.924
O 1.650 2.725 -0.261
O 2.004 -2.809 1.418
O 3.084 0.955 -0.496
N 2.529 1.768 2.337
N 2.404 -1.690 1.682
N -1.132 1.706 2.047
N 4.024 -0.050 1.848
N -0.428 0.703 -0.575
C -0.079 -2.282 -0.806
C -1.217 -4.418 -0.859
C -3.720 -0.175 -1.793
C -2.426 -3.777 -0.545
C -1.310 -1.605 -0.670
C -2.898 1.837 -0.729
C 1.776 -0.508 2.081
C -2.698 0.493 -1.094
C -4.176 2.390 -0.789
C 0.473 -0.119 1.866
C -5.242 1.639 -1.305
C 4.247 1.836 -0.366
C 1.860 1.542 -0.455
C 1.256 2.107 2.504
C -2.453 -2.396 -0.380
C 5.411 0.931 -0.628
C -4.998 0.375 -1.860
C -0.036 -3.672 -0.934
C 0.836 0.517 -0.762
C -1.426 -0.142 -0.787
C 0.202 1.221 2.180
C 2.809 0.472 2.209
H -5.806 -0.190 -2.321
H 5.180 0.290 -1.490
H -3.366 -1.905 -0.036
H -3.517 -1.141 -2.256
H 0.853 -1.728 -0.799
H -4.314 3.401 -0.407
H -6.255 2.044 -1.288
H 4.162 2.638 -1.114
H -0.308 -0.863 1.741
H 1.204 -0.174 -1.546
H -2.059 2.429 -0.374
H 0.933 -4.150 -1.090
H -1.190 -5.497 -1.030
H 6.312 1.523 -0.829
H 5.557 0.305 0.266
H 0.991 3.118 2.830
H 4.257 2.235 0.659
H -3.349 -4.349 -0.440
*
```

Its HOMO-LUMO gap is 4.1 eV. As for the HOMO energy: -0.1051 Eh. The value obtained for the total energy is -42833.602 eV. The value obtained for the energy above the lowest of the compared OMol25 structures with the same formula, charge and spin is 1.4 kcal per mole.

Atomic partial charges in e from the Löwdin method, atoms 1 to 2:
1 O 0.0214
2 O 0.0438

=====

4.
Density functional theory data (ωB97M-V/def2-TZVPD) for C6H13F2NNaO2S as an isolated structure in a non-equilibrium geometry.

```
! RIJCOSX wB97M-V def2-TZVPD def2/J DEFGRID3
* xyz 1 1
S -0.056 1.900 0.935
Na 0.860 0.860 -3.467
F 1.372 2.831 0.541
F -2.270 -0.334 2.348
O 0.233 1.303 2.354
O -1.215 2.944 0.994
N -0.246 0.677 -0.297
C 1.027 0.408 -1.066
C -2.225 -0.661 0.878
C -0.710 -0.653 0.255
C 2.290 -0.121 -0.164
C -3.318 0.253 0.066
C 2.622 -1.730 -0.325
H 0.871 -0.401 -1.930
H -0.689 -1.435 -0.644
H 3.179 -1.942 -1.332
H -3.571 -0.123 -1.019
H 0.000 -1.107 1.090
H 2.183 0.076 0.995
H 1.401 1.385 -1.639
H 1.640 -2.344 -0.161
H -2.610 -1.788 0.804
H 3.355 -2.004 0.572
H -3.075 1.397 0.017
H -4.340 0.166 0.678
H 3.293 0.443 -0.483
*
```

Its HOMO-LUMO gap is 8.8 eV. As for the HOMO energy: -0.5172 Eh. The value obtained for the total energy is -32692.666 eV.

Atomic partial charges in e from the Löwdin method, atoms 1 to 2:
1 S 0.9203
2 Na 0.8195

=====

5.
Density functional theory data (ωB97M-V/def2-TZVPD) for the molecule C4H9NO2.

```
! RIJCOSX wB97M-V def2-TZVPD def2/J DEFGRID3
* xyz 0 1
O 1.028 -0.236 -1.580
O -2.645 0.933 0.875
N -1.738 -0.412 -0.717
C -1.664 0.491 0.301
C 1.567 -0.669 -0.334
C -0.244 0.894 0.693
C 0.707 -0.300 0.902
H 0.135 1.574 -0.084
H 0.113 -1.169 1.207
H -2.657 -0.631 -1.069
H 1.643 -1.756 -0.425
H -0.338 1.495 1.599
H 1.388 -0.083 1.733
H -0.924 -0.584 -1.298
H 1.042 0.731 -1.584
H 2.588 -0.278 -0.218
*
```

Its HOMO-LUMO gap is 10.3 eV. As for the HOMO energy: -0.3525 Eh. The value obtained for the total energy is -9879.343 eV. As for the SMILES: NC(=O)CCCO. The value obtained for the energy above the lowest of the compared OMol25 structures with the same formula, charge and spin is 16.5 kcal per mole.

Atomic partial charges in e from the Löwdin method, atoms 1 to 2:
1 O -0.0993
2 O 0.0405

=====

6.
Density functional theory data (ωB97M-V/def2-TZVPD) for a 3-piece molecular cluster, C25H48F3I3N7O2P2 overall in a non-equilibrium geometry.

```
! RIJCOSX wB97M-V def2-TZVPD def2/J DEFGRID3
* xyz 1 1
I 4.480 3.144 5.412
I 6.401 5.324 1.321
I 5.037 -1.628 -0.022
P -0.645 -1.838 -3.542
P -3.749 -0.705 0.554
F 0.074 3.556 3.198
F -0.379 2.029 4.648
F 1.216 3.454 5.016
O 0.200 -1.531 -2.328
O -4.383 -0.952 -0.785
N 4.961 2.468 2.562
N -5.184 -0.431 1.466
N -1.957 -2.280 -4.510
N -2.916 -2.187 0.806
N -0.655 -0.247 -4.211
N -2.826 0.109 1.724
N 0.382 -3.000 -4.299
C -0.032 0.116 -5.464
C 2.451 2.577 2.390
C -2.021 -2.544 -0.282
C 6.122 1.842 2.304
C 0.625 2.702 4.080
C 4.975 3.701 3.376
C -6.329 0.080 0.714
C -3.345 -3.317 1.602
C 3.804 0.779 1.338
C 6.188 0.689 1.574
C -5.624 -1.266 2.562
C 1.560 -0.326 0.564
C 5.023 0.128 1.070
C 0.720 -4.140 -3.460
C 6.195 5.681 4.282
C 1.593 1.758 3.398
C 3.791 1.950 2.108
C -0.553 0.846 -3.253
C -2.043 -3.408 -5.426
C -1.652 -0.394 2.415
C -3.241 1.436 2.177
C 1.339 -2.766 -5.356
C -3.155 -1.436 -4.521
C 6.275 4.492 3.298
C 2.595 0.231 0.810
H 0.628 -0.705 0.197
H 2.238 1.289 4.137
H -2.479 -3.929 1.869
H -3.734 1.374 3.150
H -0.974 1.758 -3.684
H -4.063 -2.041 -4.487
H 5.189 6.080 4.372
H 2.285 -2.341 -4.989
H 6.544 5.322 5.250
H -1.585 -4.309 -5.027
H -2.535 -2.559 -1.252
H 1.156 -3.839 -2.500
H 6.910 6.444 3.987
H -3.772 -3.012 2.555
H -0.404 -0.500 -6.286
H -6.882 -0.717 0.204
H -4.853 -1.350 3.332
H -1.575 -3.162 -6.382
H -1.201 -1.821 -0.351
H -1.566 -3.523 -0.134
H -4.074 -3.951 1.081
H 7.051 2.228 2.684
H 2.489 3.629 2.651
H -3.177 -0.818 -5.422
H 1.914 2.521 1.442
H 7.138 0.204 1.413
H 1.556 -3.705 -5.871
H -3.086 -3.665 -5.617
H 1.009 1.021 2.858
H -7.011 0.599 1.392
H -0.296 1.143 -5.728
H 0.947 -2.112 -6.131
H -1.125 0.628 -2.352
H -0.174 -4.741 -3.249
H -6.013 0.802 -0.035
H 4.190 4.373 3.057
H -2.385 2.111 2.261
H 0.486 1.047 -2.957
H 1.063 0.056 -5.420
H -3.187 -0.781 -3.654
H -1.058 0.433 2.810
H -1.939 -1.030 3.257
H 1.433 -4.797 -3.957
H -0.989 -0.955 1.760
H -3.932 1.895 1.475
H -6.482 -0.807 3.059
H 7.150 3.925 3.594
H -5.928 -2.266 2.231
*
```

Its HOMO-LUMO gap is 5.4 eV. As for the HOMO energy: -0.3573 Eh. The value obtained for the total energy is -92251.986 eV.

Atomic partial charges in e from the Löwdin method, atoms 1 to 2:
1 I 1.0588
2 I 0.9389

=====

7.
Density functional theory data (ωB97M-V/def2-TZVPD) for C3H7NOP as an isolated structure in a non-equilibrium geometry.

```
! RIJCOSX wB97M-V def2-TZVPD def2/J DEFGRID3
* xyz 1 1
P -0.288 -2.455 -0.493
O -1.456 -2.295 -1.446
N -1.079 0.488 -0.565
C 1.318 0.266 0.071
C 0.627 0.327 1.403
C -0.023 -0.277 0.181
H 0.336 1.341 1.770
H -1.802 0.944 -0.094
H 1.425 1.238 -0.422
H 1.013 -0.382 2.110
H 2.159 -0.410 -0.073
H -1.521 -0.075 -1.304
H -0.709 1.290 -1.137
*
```

Its HOMO-LUMO gap is 8.3 eV. As for the HOMO energy: -0.5140 Eh. The value obtained for the total energy is -16041.880 eV. The value obtained for the energy above the lowest of the compared OMol25 structures with the same formula, charge and spin is 5.5 kcal per mole.

Atomic partial charges in e from the Löwdin method, atoms 1 to 2:
1 P 1.0957
2 O -0.5072

=====

8.
Density functional theory data (ωB97M-V/def2-TZVPD) for C31H47IrN4P as an isolated structure.

```
! RIJCOSX wB97M-V def2-TZVPD def2/J DEFGRID3
* xyz 1 5
Ir -0.125 -0.138 -0.796
P -0.110 -0.221 1.877
N -0.435 1.908 -0.941
N 0.026 -2.109 -1.083
N 1.846 -0.345 -0.935
N -2.060 -0.014 -1.251
C 3.610 -1.817 -1.858
C 1.382 -3.985 -1.719
C 2.272 -1.626 -1.401
C -2.018 3.662 -1.438
C -1.138 -2.990 -1.124
C -1.637 2.288 -1.351
C -4.505 2.389 -2.751
C 0.665 1.296 2.607
C -4.271 3.725 -2.556
C 0.603 2.913 -0.723
C 3.199 1.534 -1.977
C -3.759 1.287 -2.331
C -3.144 4.267 -1.927
C 2.316 -1.593 2.054
C 2.573 -4.749 -1.961
C -1.839 -0.463 4.156
C 0.244 -2.973 2.338
C 1.322 3.289 -2.015
C 2.864 0.671 -0.748
C -2.395 -2.352 -0.576
C -1.788 -0.458 2.627
C -0.282 2.498 2.543
C 4.293 -2.931 -2.203
C -2.914 -1.186 -1.390
C -2.550 1.187 -1.639
C 1.231 1.158 4.024
C 2.011 2.130 -2.728
C 0.881 -1.606 2.582
C -2.865 0.471 2.060
C 3.831 -4.316 -2.162
C 1.253 -2.614 -1.413
H 1.284 1.342 -2.950
H -3.141 5.348 -1.837
H 0.206 -3.196 1.272
H -2.992 -1.479 -2.445
H 0.902 -1.427 3.661
H -1.293 4.360 -1.051
H 2.338 -1.817 0.988
H 2.412 -5.820 -2.008
H -0.869 2.531 1.627
H 4.586 -5.071 -2.345
H 2.011 0.405 4.101
H -1.098 -1.122 4.608
H 0.289 3.425 2.619
H 2.900 -2.358 2.569
H -2.816 1.461 2.511
H 3.859 2.339 -1.638
H -3.167 -3.124 -0.545
H -2.034 -1.469 2.291
H 0.853 -3.745 2.811
H -4.195 0.340 -2.610
H -0.976 2.476 3.384
H 4.193 -0.913 -1.951
H 1.673 2.113 4.317
H -0.922 -3.890 -0.545
H -2.227 -2.030 0.453
H 2.553 1.307 0.076
H -1.305 -3.307 -2.160
H -2.824 -0.805 4.481
H 0.456 0.923 4.751
H 5.313 -2.781 -2.530
H 2.060 4.060 -1.771
H 0.477 -4.568 -1.744
H -3.851 0.062 2.288
H -2.787 0.582 0.980
H 0.202 3.812 -0.257
H 3.783 0.196 -0.391
H -1.700 0.540 4.558
H -3.923 -0.934 -1.050
H 1.510 1.485 1.938
H 1.296 2.513 0.007
H -5.011 4.421 -2.927
H 2.818 -0.637 2.206
H -0.761 -3.055 2.752
H 0.598 3.753 -2.691
H -5.410 2.139 -3.293
H 3.784 0.942 -2.684
H 2.361 2.485 -3.698
*
```

Its HOMO-LUMO gap (spin up / spin down) is 5.6 / 5.7 eV. As for the HOMO energy (spin up / spin down): -0.2990 / -0.3779 Eh. As for the expectation value of S²: 6.09. The value obtained for the total energy is -50990.518 eV.

Atomic partial charges in e from the Löwdin method, atoms 1 to 2:
1 Ir 1.3815
2 P 1.0473